No. 1
ORCA calculation (ωB97M-V with the def2-TZVPD basis set) on 2 unconnected molecules or ions with the total composition C5H11NO.

```
18
Properties=species:S:1:pos:R:3:forces:R:3
C -0.658913 -1.082223 -0.612606 0.03 -0.25 0.07
C -0.998440 0.278853 -0.122111 -0.19 0.14 0.03
C -1.680219 0.365399 1.217030 -0.06 0.04 0.08
N 0.368521 -0.158171 -0.160937 0.02 0.09 -0.03
C 1.207290 -0.025986 1.023064 0.01 -0.14 0.07
C 1.424687 0.452306 -1.815861 0.06 0.10 -0.17
O 1.564777 1.660827 -1.762085 0.14 -0.19 -0.15
H -0.939554 -1.949597 -0.022138 0.03 0.15 0.16
H -0.693396 -1.250756 -1.693158 0.31 -0.09 0.34
H 0.636955 -0.037914 -2.430754 0.18 0.33 -0.10
H -1.202734 1.077573 -0.838405 -0.15 -0.19 0.05
H -1.332071 1.224265 1.798631 -0.11 -0.05 -0.07
H -2.759360 0.448055 1.069733 0.07 0.05 0.10
H -1.486431 -0.545503 1.794494 -0.08 0.20 -0.03
H 1.186659 1.039350 1.288621 0.01 -0.27 -0.04
H 0.893535 -0.606129 1.896868 -0.03 -0.05 -0.16
H 2.249111 -0.263241 0.782640 -0.24 -0.15 -0.04
H 2.219149 -0.269725 -1.514197 0.01 0.27 -0.10
```
Positions in Å, forces in eV/Å.

The strongest force on any atom is 0.0092 Eh/bohr. Its SMILES is C[C@@H]1CN1C.C=O. The value obtained for the energy above the lowest of the compared OMol25 structures with the same formula, charge and spin is 77.2 kcal per mole.

No. 2
ORCA calculation (ωB97M-V with the def2-TZVPD basis set) on a single C5H11NO molecule.

```
18
Properties=species:S:1:pos:R:3:forces:R:3
C -0.837664 -1.237579 -0.737624 0.03 -0.07 -0.01
C -0.699306 0.232196 -0.349545 -0.03 -0.04 -0.02
C -1.662776 0.619344 0.776907 0.05 -0.01 0.06
N 0.683807 0.593169 0.041872 0.18 -0.10 -0.18
C 1.434718 -0.306048 0.920187 -0.01 -0.09 0.26
C 1.549352 1.061585 -0.928047 -0.03 0.01 -0.35
O 1.409236 0.982531 -2.125366 -0.26 0.42 0.17
H -0.651209 -1.885877 0.125200 -0.07 0.01 -0.14
H -1.850167 -1.451915 -1.094967 0.15 0.10 0.03
H -0.128627 -1.487616 -1.533174 -0.10 -0.01 0.11
H -0.938994 0.836287 -1.233524 0.24 -0.07 0.18
H -1.672843 1.702787 0.932161 0.07 -0.17 -0.02
H -2.688367 0.299460 0.553086 0.25 0.03 -0.04
H -1.366733 0.142648 1.717944 -0.06 0.04 -0.09
H 1.110433 -0.260171 1.959873 -0.12 -0.05 -0.05
H 1.377206 -1.336079 0.547143 -0.01 0.11 0.21
H 2.500089 -0.044359 0.884880 -0.30 0.10 0.11
H 2.431837 1.539645 -0.457004 0.03 -0.20 -0.25
```
Positions in Å, forces in eV/Å.

The strongest force on any atom is 0.0101 Eh/bohr. Its SMILES is CC(C)N(C)C=O. The value obtained for the energy above the lowest of the compared OMol25 structures with the same formula, charge and spin is 20.4 kcal per mole.

No. 3
ORCA calculation (ωB97M-V with the def2-TZVPD basis set) on 2 unconnected molecules or ions with the total composition C5H11NO.

```
18
Properties=species:S:1:pos:R:3:forces:R:3
C 0.666504 -1.938488 -0.949245 -0.08 -0.05 -0.02
C 0.649086 -0.605112 -0.259868 -0.10 0.15 0.09
C -0.388530 0.123353 0.183158 0.13 -0.20 -0.15
C -1.845285 -0.254214 0.186056 0.00 -0.06 -0.02
N -0.146577 1.366755 0.828355 0.16 0.30 -0.27
C 0.336842 2.320240 0.145194 -0.13 -0.07 0.33
O 0.627017 2.339888 -1.167176 -0.04 -0.17 -0.06
H -0.322337 -2.289079 -1.257361 0.11 0.09 0.10
H 1.291001 -1.871228 -1.849196 -0.13 -0.05 0.12
H 1.122412 -2.708233 -0.314151 -0.09 0.11 -0.06
H 0.892956 -0.313024 3.106747 0.03 0.04 0.04
H 1.635579 -0.183906 -0.061927 -0.11 0.00 -0.07
H 0.444740 1.448016 -1.516678 0.07 0.09 0.03
H -2.429763 0.410451 -0.461880 0.12 -0.08 0.07
H -2.021292 -1.287759 -0.120410 0.09 0.15 0.00
H -2.231105 -0.119444 1.202539 0.06 -0.05 -0.14
H 0.723091 0.353441 2.818711 0.01 -0.11 0.06
H 0.565732 3.276151 0.611897 -0.10 -0.09 -0.03
```
Positions in Å, forces in eV/Å.

The strongest force on any atom is 0.0084 Eh/bohr. Its SMILES is C/C=C(C)/N=C\O.[H][H]. The value obtained for the energy above the lowest of the compared OMol25 structures with the same formula, charge and spin is 52.1 kcal per mole.

No. 4
ORCA calculation (ωB97M-V with the def2-TZVPD basis set) on a single C5H11NO molecule at a distorted geometry.

```
18
Properties=species:S:1:pos:R:3:forces:R:3
C 0.079553 -1.698100 1.055045 1.05 0.29 0.43
O 1.419753 -2.235430 1.280505 -0.25 0.27 -0.73
C 0.079624 -1.118155 -0.354858 0.50 -0.16 -1.60
C 0.727667 0.288162 -0.398847 0.92 0.71 2.13
C -0.152361 1.513386 -0.494093 -1.79 -0.86 1.35
C -0.648324 2.208375 0.562629 -0.43 -0.26 -1.14
N -0.681006 1.753943 -1.748059 0.22 0.02 -1.17
H 0.107799 -0.911122 1.805953 -1.17 0.21 -0.01
H -0.667280 -2.463943 1.257512 -0.14 0.15 -0.10
H 1.355157 -3.083857 1.697070 -0.09 -0.60 0.30
H 0.656318 -1.880777 -0.897350 0.50 0.47 -0.01
H -0.790799 -1.111518 -1.022060 -0.74 -0.01 1.04
H 1.154038 0.400626 0.612238 0.23 -0.02 -0.33
H 1.603672 0.461191 -1.024298 -0.15 -0.54 -0.52
H -0.751636 1.869214 1.581344 0.96 -0.04 0.12
H -1.347625 3.003345 0.300044 0.13 -0.01 0.12
H -1.662668 1.970069 -1.787227 0.02 0.27 0.20
H -0.481881 1.034591 -2.425546 0.24 0.10 -0.07
```
Positions in Å, forces in eV/Å.

The strongest force on any atom is 0.0472 Eh/bohr. Its SMILES is C=C(N)CCCO. The value obtained for the energy above the lowest of the compared OMol25 structures with the same formula, charge and spin is 55.4 kcal per mole.

No. 5
ORCA calculation (ωB97M-V with the def2-TZVPD basis set) on a single C5H11NO molecule at a distorted geometry.

```
18
Properties=species:S:1:pos:R:3:forces:R:3
C 0.226661 0.679099 -0.177215 -2.77 -2.53 1.80
C 0.514383 2.066455 0.334533 -0.52 -0.32 -0.10
C -1.787668 -1.159996 -0.209879 0.28 0.27 -0.55
N -1.162355 -0.049785 0.474488 -0.49 2.03 -0.71
C 0.790909 -0.446514 0.601026 5.32 0.31 -0.83
C 1.696589 -1.286540 0.025517 -0.99 0.43 0.83
O 0.299200 0.637181 -1.544350 -0.06 -0.02 -0.09
H 0.290301 -0.285186 -1.836447 0.03 0.12 0.08
H -1.831947 0.623864 0.828109 -0.04 0.09 -0.18
H 0.792128 -0.327915 1.677856 -0.28 -0.19 -0.17
H -0.097859 2.785113 -0.206248 0.02 0.12 0.02
H 1.569651 2.288250 0.173329 -0.04 -0.05 -0.08
H 0.310108 2.130458 1.399353 -0.06 0.00 0.08
H -1.049926 -1.961784 -0.319456 -0.05 -0.03 -0.07
H -2.179359 -0.910252 -1.205016 -0.05 -0.08 0.00
H -2.605354 -1.563872 0.389848 0.04 0.16 0.05
H 1.968777 -1.222112 -1.018423 -0.18 -0.04 -0.16
H 2.255763 -1.996464 0.612974 -0.16 -0.28 0.08
```
Positions in Å, forces in eV/Å.

The strongest force on any atom is 0.1050 Eh/bohr. Its SMILES is C=C[C@@](C)(O)NC. The value obtained for the energy above the lowest of the compared OMol25 structures with the same formula, charge and spin is 75.6 kcal per mole.

No. 6
ORCA calculation (ωB97M-V with the def2-TZVPD basis set) on 2 unconnected molecules or ions with the total composition C5H11NO at a distorted geometry.

```
18
Properties=species:S:1:pos:R:3:forces:R:3
C 0.486233 -2.511249 0.708664 -0.09 -0.41 -1.50
C 0.598991 -1.490429 -0.452421 0.09 0.45 2.22
C -0.727013 -1.072640 -1.022414 1.28 -0.26 -1.58
C -1.137823 0.191399 -1.191364 -2.44 0.87 -0.41
N -1.098676 1.237707 -0.269420 1.98 -1.12 0.25
C -1.473345 0.891369 0.889860 -0.16 0.87 1.27
H -0.302662 -3.206125 0.403391 -0.36 0.16 0.58
H 1.344028 -3.181024 0.731252 0.40 0.38 0.46
H 0.292131 -2.006961 1.648555 -0.11 -0.28 0.16
H 1.067172 -0.578020 -0.075840 0.16 -0.02 0.13
H 1.318651 -1.868448 -1.179486 -0.56 -0.06 -0.50
H -1.088216 -1.767824 -1.775182 -0.05 0.09 -0.22
H -1.701777 0.483273 -2.078598 -0.20 -0.40 0.03
H -1.117565 1.424959 1.777584 -0.32 0.58 -0.32
H -2.240123 0.159682 1.150509 0.44 -0.78 -0.57
H 1.895819 2.868892 0.054787 -0.09 0.00 0.28
H 2.281559 2.803117 1.562118 -0.21 0.19 0.00
O 2.495149 2.465084 0.692043 0.26 -0.25 -0.28
```
Positions in Å, forces in eV/Å.

The strongest force on any atom is 0.0511 Eh/bohr. Its SMILES is C=N/C=C\CC.O. The value obtained for the energy above the lowest of the compared OMol25 structures with the same formula, charge and spin is 74.4 kcal per mole.